# C15H18NO6OsSSe

A molecular structure, C15H18NO6OsSSe (ωB97M-V/def2-TZVPD, the Open Molecules 2025 dataset).

Geometry as ORCA input:
```
! wB97M-V def2-TZVPD RIJCOSX def2/J DEFGRID3
* xyz 1 1
Os 0.2484 0.1220 0.2450
O -0.6360 -3.2969 1.6579
C 0.0215 -2.3085 1.5616
O -0.6121 -1.0980 1.4205
C 1.5429 -2.3121 1.5693
C 2.0860 -1.0823 2.3066
C 3.5494 -1.2388 2.6790
C 4.2544 -1.0797 1.3082
C 3.0761 -0.8853 0.3711
O 2.1443 -0.1157 1.2035
C 2.2831 -2.1861 0.1754
C 1.4199 -2.1073 -1.0721
O 1.3162 -2.9910 -1.8657
O 0.7221 -0.9404 -1.2743
H 1.8210 -3.2480 2.0468
H 1.4332 -0.6857 3.0798
H 3.7304 -2.2049 3.1466
H 3.8519 -0.4624 3.3775
H 4.8468 -1.9465 1.0225
H 4.9007 -0.2052 1.2901
H 3.2751 -0.3210 -0.5372
H 2.9311 -3.0456 0.0260
C -3.6055 0.5114 -2.1650
S -1.9814 -0.1908 -2.0181
C -2.4162 -1.8918 -1.7151
O -1.6070 0.3828 -0.6277
H -4.1969 0.2349 -1.2896
H -4.0529 0.1386 -3.0851
H -3.4798 1.5908 -2.2211
H -2.9792 -2.2467 -2.5792
H -3.0058 -1.9559 -0.8015
H -1.4947 -2.4608 -1.6274
Se 0.6121 2.3309 0.8623
C -0.8859 3.1764 0.0108
C -0.7642 3.6618 -1.2825
C -1.8998 4.1854 -1.8861
N -3.0854 4.2476 -1.2878
C -3.1779 3.7855 -0.0430
C -2.1101 3.2410 0.6556
H 0.1752 3.6284 -1.8180
H -1.8506 4.5693 -2.8982
H -4.1555 3.8438 0.4200
H -2.2447 2.8568 1.6583
*
```

Computed properties:
- Electronic energy: -108263.8651 eV
- Orbital gap: 0.2788 hartree
- Energy above the lowest of the compared OMol25 structures with the same formula, charge and spin: 1.4 kcal per mole

=====

# C5H9NO

2 unconnected molecules or ions with the total composition C5H9NO at a distorted geometry (ωB97M-V/def2-TZVPD, the Open Molecules 2025 dataset).

Geometry as ORCA input:
```
! wB97M-V def2-TZVPD RIJCOSX def2/J DEFGRID3
* xyz 0 1
C 1.9814 0.1545 -0.1342
C 0.6872 -0.0025 0.6820
C -0.4325 -0.3740 -0.2535
O -0.2833 -1.7089 -0.6461
C -1.9457 -0.1768 -0.0708
C -2.0584 1.2094 0.4279
N -1.3936 2.1317 0.1049
H 1.8515 0.9266 -0.9009
H 2.8146 0.4403 0.5119
H 2.2637 -0.7714 -0.6527
H 0.4353 0.9420 1.1590
H 0.8350 -0.7640 1.4645
H -0.4651 1.2022 -0.7830
H 0.5076 -2.1082 -0.2377
H -2.4354 -1.0232 0.4087
H -2.3622 -0.0775 -1.0798
*
```

Computed properties:
- Electronic energy: -8864.0863 eV
- Orbital gap: 0.3224 hartree
- Energy above the lowest of the compared OMol25 structures with the same formula, charge and spin: 118.2 kcal per mole

=====

# C3H7O3

2 unconnected molecules or ions with the total composition C3H7O3 at a distorted geometry (ωB97M-V/def2-TZVPD, the Open Molecules 2025 dataset).

Geometry as ORCA input:
```
! wB97M-V def2-TZVPD RIJCOSX def2/J DEFGRID3
* xyz -1 1
C -1.7103 0.1998 -1.1256
O -1.5834 -1.1183 -1.7814
H -2.0169 -1.7932 -1.2553
H -1.8221 0.9575 -1.8907
H -0.8151 0.2151 -0.5053
H -2.6065 0.1712 -0.5088
C 1.6081 -0.4344 0.8974
C 1.3527 1.0503 1.2451
O 0.2066 1.4905 0.9296
O 2.3123 1.7064 1.6926
H 2.5836 -0.4847 0.3996
H 0.9001 -0.8276 0.1650
H 1.5910 -1.1327 1.7377
*
```

Computed properties:
- Electronic energy: -9367.7775 eV
- Orbital gap: 0.2750 hartree
- Energy above the lowest of the compared OMol25 structures with the same formula, charge and spin: 31.8 kcal per mole

=====

# C6H9N4O3

A gas-phase ion, C6H9N4O3 (charge +1) at a distorted geometry (ωB97M-V/def2-TZVPD, the Open Molecules 2025 dataset).

Geometry as ORCA input:
```
! wB97M-V def2-TZVPD RIJCOSX def2/J DEFGRID3
* xyz 1 1
N 2.8444 1.9595 -0.0280
N 1.8182 0.9022 0.0340
C 0.4674 1.3588 0.0516
C -0.4764 0.5168 0.4175
N -2.0124 0.7125 0.3695
O -2.3185 1.9708 -0.1288
C -2.6636 -0.4097 -0.0847
O -3.8343 -0.4174 -0.3538
C -1.6925 -1.6215 0.0989
N -0.3613 -0.9688 0.5105
C 0.9173 -1.3686 -0.2272
C 2.1187 -0.3683 -0.0592
O 3.1653 -0.8748 -0.2465
H 3.5557 1.7530 0.6257
H 3.3323 1.9180 -0.9154
H 0.2331 2.3131 -0.2561
H -3.1787 2.3083 -0.0056
H -2.0117 -2.3614 0.7551
H -1.5462 -2.2202 -0.7705
H -0.2075 -1.2398 1.5553
H 0.7207 -1.5344 -1.3715
H 1.1302 -2.3280 0.0292
*
```

Computed properties:
- Electronic energy: -18459.4984 eV
- Structure (SMILES): NN1C=C2N(O)C(=O)C[N@H+]2CC1=O
- Orbital gap: 0.3561 hartree
- Energy above the lowest of the compared OMol25 structures with the same formula, charge and spin: 102.7 kcal per mole

=====

| no. | highest occupied orbital energy (Ha) |
| --- | --- |
| 1 | -0.4636 |
| 2 | -0.3160 |
| 3 | -0.1420 |
| 4 | -0.4900 |